1.
Computed, not measured: a 11-piece molecular cluster, CH22NO12 overall at a distorted geometry, with the ωB97M-V functional and the def2-TZVPD basis.

XYZ file:
```
36
Properties=species:S:1:pos:R:3:mulliken_charge:R:1
H -2.969 -1.892 0.236 0.30
O 0.904 -1.783 -3.205 -0.69
H -0.504 0.878 2.754 0.31
H 1.652 -2.106 0.018 0.40
H -0.632 1.225 -2.806 0.18
O -0.959 -0.770 -1.265 -0.59
H 1.308 2.512 -1.006 0.47
H -0.098 -0.455 2.676 0.36
N -1.559 1.164 -2.339 -0.34
O -2.928 0.091 -0.799 -0.78
O 2.456 0.881 1.592 -0.84
O 0.294 0.363 2.928 -0.63
H -1.529 -2.271 -0.292 0.37
H 0.252 -1.090 -3.048 0.37
O -2.200 -2.584 0.326 -0.71
H 2.242 -2.093 1.426 0.33
H 0.219 -2.361 1.436 0.35
O 1.369 -0.353 -0.450 -0.77
H 0.980 -2.197 -2.334 0.33
H 2.049 0.402 2.307 0.30
C -1.850 0.100 -1.332 0.46
H 1.638 -0.195 -1.276 0.32
H 1.744 2.598 1.009 0.39
H 0.307 3.092 1.118 0.31
O 1.133 3.189 0.649 -0.77
H -1.999 2.144 -2.466 0.20
O 1.938 -2.669 0.691 -0.78
H -2.278 2.596 0.518 0.29
H 1.178 1.176 -1.761 0.17
H -0.941 -2.884 2.150 0.29
O -0.375 -2.196 2.115 -0.65
H 0.339 -0.148 -0.393 0.46
H -2.500 1.197 0.759 0.33
H 1.998 0.483 0.697 0.53
O -2.147 1.915 1.188 -0.59
O 1.468 2.040 -1.821 -0.70
```

## Properties
E_HOMO	-0.2477	Ha
HOMO-LUMO gap	9.72	eV
spin multiplicity	1
charge	-1
energy relative to the best compared isomer or geometry (same formula, charge and spin)	0.0	kcal/mol

---

2.
Computed, not measured: C17H12Cl5IrN3O2S5 as an isolated structure at a distorted geometry, with the ωB97M-V functional and the def2-TZVPD basis.

XYZ file:
```
45
Properties=species:S:1:pos:R:3:mulliken_charge:R:1
C 2.478 2.778 -4.902 0.10
H 1.031 -5.143 -0.391 0.43
H 0.548 2.768 3.719 0.33
N 1.411 -1.821 -0.240 0.24
O 1.077 0.125 1.880 -0.82
S 3.140 3.550 -6.183 -0.22
Ir 0.033 0.075 -0.124 0.83
C 3.514 -2.911 0.075 -0.97
H 4.242 -0.425 0.331 0.25
C 2.732 -1.743 -0.032 0.83
Cl -4.911 0.933 -3.488 -0.16
C 1.538 -4.199 -0.286 -0.98
H -1.446 1.081 3.250 0.34
H -0.215 -3.015 -0.609 0.49
C -2.743 0.428 -1.948 0.95
S 1.962 1.119 -4.955 -0.08
S 1.164 2.320 -0.893 -0.44
H 4.578 -2.824 0.233 0.37
C 1.384 1.014 -3.304 0.03
H -1.399 2.486 0.694 0.27
C -1.145 1.938 2.641 -0.72
Cl -4.844 -2.660 0.545 -0.18
H -2.408 1.281 1.170 0.23
Cl -6.364 -1.240 -1.796 -0.17
C 1.539 2.158 -2.540 0.23
C -4.077 0.122 -2.222 -0.25
S 0.695 -0.442 -2.801 -0.07
C 0.843 -3.016 -0.391 -0.28
C 2.908 -4.137 -0.033 -0.25
O 1.668 0.580 3.967 -0.68
N 3.303 -0.522 -0.014 -0.16
C -4.058 -1.470 -0.408 -0.42
C 0.345 2.199 2.814 -0.31
C -4.730 -0.844 -1.459 0.66
C -2.036 -0.186 -0.921 -1.44
C -2.740 -1.114 -0.158 1.26
S 2.228 3.542 -3.355 -0.08
H 2.684 0.272 0.090 0.05
H 0.744 2.721 1.942 0.12
H 3.485 -5.043 0.074 0.41
H -1.705 2.818 2.991 0.41
C 1.109 0.829 2.918 0.40
N -1.460 1.636 1.245 -0.41
Cl -1.871 -1.810 1.178 -0.07
Cl -1.960 1.622 -2.912 -0.08
```

## Properties
⟨S²⟩	0.8716
E_HOMO (alpha / beta)	-0.2687 / -0.2694	Ha
HOMO-LUMO gap (alpha / beta)	4.38 / 5.05	eV
spin multiplicity	2
energy relative to the best compared isomer or geometry (same formula, charge and spin)	37.1	kcal/mol

---

3.
Computed, not measured: C22H33F6MnN4P2Sb as an isolated structure, with the ωB97M-V functional and the def2-TZVPD basis.

XYZ file:
```
69
Properties=species:S:1:pos:R:3:mulliken_charge:R:1
C -2.451 -5.607 1.835 -0.63
H -1.354 1.766 3.429 0.45
C -0.339 2.842 1.107 0.16
C 3.308 0.063 -1.466 -1.62
H -2.165 0.174 3.432 0.53
C -1.136 -3.688 0.203 0.33
N -0.834 3.794 1.530 -0.50
H 4.271 -0.378 -1.727 0.55
C 1.850 4.499 -2.558 -0.52
H 2.183 3.307 -4.356 0.34
H -0.422 -0.780 -3.070 0.48
C 2.722 4.012 -3.724 -1.16
H -2.583 1.144 -1.496 0.33
H 2.810 -1.439 0.848 0.08
H 3.177 -2.409 -2.687 0.53
N -0.450 -2.830 -0.563 -0.16
C 1.438 3.412 -1.685 0.33
H -0.389 0.264 3.474 0.39
H 2.089 -2.839 0.022 0.37
H -0.687 -5.390 -1.070 0.55
F 4.163 0.298 1.859 -0.52
H 0.936 4.991 -2.903 0.32
H -2.162 2.723 -0.760 0.35
F 1.469 0.159 1.856 -0.50
C -1.184 -5.080 -0.158 -0.28
H -3.837 2.265 -1.025 0.59
H 0.719 0.574 -3.168 0.45
H 3.642 3.555 -3.366 0.36
H -4.593 2.484 1.238 0.53
H -3.782 1.762 2.615 0.40
H 3.737 -2.352 -0.326 0.55
F 1.467 2.114 3.525 -0.55
C -3.614 2.222 1.642 -1.63
F 2.908 -0.041 4.213 -0.50
C -1.778 -3.270 1.382 0.34
H -2.920 -3.915 3.115 0.54
C -2.433 -4.253 2.207 -0.24
C 2.740 -1.974 -0.094 -1.54
H -3.969 -0.522 1.506 0.34
F 2.563 2.237 1.228 -0.89
C -2.980 1.247 0.640 1.75
C -0.070 0.122 -2.567 -1.27
C -1.292 0.734 3.089 -1.61
C -1.181 -1.135 0.948 -0.17
N 1.112 2.550 -0.998 0.31
H -0.881 0.833 -2.459 0.32
C -0.441 -1.570 -0.162 -0.47
H 3.022 0.723 -2.288 0.38
Mn 0.870 1.430 0.617 0.32
P -1.307 0.680 1.290 1.42
H 2.382 5.214 -1.923 0.31
C -1.843 -6.014 0.661 -0.57
H -2.950 -6.326 2.474 0.48
H 2.020 -1.324 -3.436 0.40
H -3.055 3.143 1.769 0.37
H 2.988 4.872 -4.334 0.38
H 3.463 0.652 -0.561 0.17
F 4.216 2.552 3.517 -0.44
C 2.208 -1.926 -2.548 -1.66
C -3.873 -0.002 0.552 -1.68
H 1.455 -2.709 -2.475 0.29
C 2.310 -1.085 -1.264 1.67
H -1.862 -7.056 0.365 0.48
P 0.633 -0.325 -0.968 1.42
N -1.819 -1.981 1.739 -0.25
Sb 3.031 1.286 2.942 2.38
H -4.869 0.341 0.270 0.53
H -3.541 -0.703 -0.216 0.39
C -2.855 1.883 -0.742 -1.57
```

## Properties
⟨S²⟩	2.4764
E_HOMO (alpha / beta)	-0.7072 / -0.6961	Ha
HOMO-LUMO gap (alpha / beta)	8.00 / 5.74	eV
spin multiplicity	3
charge	+3

---

4.
Computed, not measured: C25H43Ge2N6Os as an isolated structure, with the ωB97M-V functional and the def2-TZVPD basis.

XYZ file:
```
77
Properties=species:S:1:pos:R:3:mulliken_charge:R:1
C -0.880 -3.653 2.414 -0.86
H 6.136 0.185 0.063 0.51
H -2.448 0.853 3.446 0.31
N -2.518 1.876 1.617 -0.94
H -2.696 2.585 3.630 0.47
N -1.385 -1.518 1.962 -0.06
C 2.867 -3.665 -0.406 -1.07
H -3.687 -0.793 1.459 0.19
C -2.409 3.273 1.085 -0.69
H 4.256 -1.644 -2.807 0.35
H -2.768 -1.343 3.611 0.50
H -4.894 -0.234 0.319 0.56
H -1.328 2.247 -1.877 0.11
H 2.651 -3.060 0.474 0.44
H -3.372 -4.338 4.145 0.34
H -0.386 3.064 -0.858 0.29
C -3.905 -0.024 0.727 -0.88
H -0.981 -0.498 -2.826 0.55
H -3.296 2.871 -0.847 0.38
H 2.722 1.733 -2.663 0.36
C 1.813 1.438 -3.174 -0.29
H 0.538 -4.423 -3.005 0.48
H -3.240 3.869 1.469 0.43
H -1.491 3.722 1.465 0.40
Os -1.007 0.574 0.656 3.73
C 1.575 1.917 -4.454 -0.77
H 1.070 1.298 2.357 0.19
Ge 1.139 -0.156 -0.805 0.12
C -3.905 1.354 1.356 -0.69
H 0.204 -2.768 -3.549 0.33
H 4.029 -1.054 -0.122 0.37
H -4.419 2.061 0.707 0.46
H -0.335 3.011 2.941 0.40
H 0.250 1.909 -6.143 0.45
C -2.149 1.828 3.063 -0.63
H -1.374 0.359 -5.105 0.49
H -1.744 -4.840 4.633 0.32
C -2.384 -3.987 4.430 -0.78
C 5.154 2.102 0.318 -0.52
C 4.009 0.023 -0.021 -0.29
C 0.882 0.579 -2.564 1.00
H 2.291 2.580 -4.923 0.48
C 0.426 1.536 -5.142 -0.70
N -1.232 2.499 -0.895 -0.55
H 0.119 0.120 2.952 0.35
H -0.499 -4.661 2.438 0.49
C -0.661 2.024 3.257 -0.84
H -2.792 -1.106 -0.624 0.31
H -2.452 -3.374 5.324 0.35
C -0.494 0.667 -4.554 -0.78
Ge 2.181 -2.881 -2.025 0.08
C 0.454 -3.378 -2.684 -0.79
H 1.810 2.673 0.247 0.27
N -2.851 -0.132 -0.334 -0.81
C -0.268 0.190 -3.274 -0.57
C -2.068 -1.925 3.032 -0.80
C -0.629 -2.613 1.576 -0.48
H 6.078 2.634 0.514 0.46
C -2.387 3.301 -0.426 -0.96
C 3.415 -2.142 -3.285 -0.80
C 2.767 0.733 -0.072 0.17
H 3.923 3.891 0.472 0.51
H 3.804 -3.006 -3.840 0.48
H 2.915 -1.478 -3.987 0.32
H -0.422 1.934 4.317 0.54
C 2.747 2.130 0.219 0.24
H -3.125 0.390 -1.165 0.30
H -0.321 -3.320 -1.923 0.30
C 3.921 2.815 0.349 -0.61
H 3.945 -3.784 -0.508 0.46
H 2.406 -4.645 -0.276 0.46
N -1.790 -3.199 3.331 0.03
H -2.341 4.334 -0.771 0.58
H -4.475 1.326 2.285 0.54
C 5.188 0.706 0.101 -0.75
H 0.028 -2.582 0.723 0.40
N 0.098 1.010 2.452 -0.69
```

## Properties
⟨S²⟩	8.7967
E_HOMO (alpha / beta)	-0.6757 / -0.7206	Ha
HOMO-LUMO gap (alpha / beta)	7.09 / 4.93	eV
spin multiplicity	6
charge	+4
energy relative to the best compared isomer or geometry (same formula, charge and spin)	5.2	kcal/mol

---

no.,total energy (eV)
1,-27456.8441
2,-146014.2954
3,-102023.4536
4,-151020.4562